This record from the Open Molecules 2025 dataset describes 2 unconnected molecules or ions with the total composition C4H7O2 in a non-equilibrium geometry. The level of theory is ωB97M-V/def2-TZVPD.

Geometry as ORCA input:
```
! wB97M-V def2-TZVPD RIJCOSX def2/J DEFGRID3
* xyz 1 1
C 0.01304 2.16130 -0.18891
C 0.29798 -0.16875 -1.21322
C 0.07899 -1.31678 1.31039
C -0.33903 -1.77298 0.07802
O 0.83791 -0.47364 -2.20496
O -0.26862 0.69311 -0.49034
H 0.73702 2.36123 0.58326
H 0.02623 2.75412 -1.04301
H -0.94563 2.20655 0.22069
H -0.57189 -1.36817 2.10715
H 1.14006 -0.97307 1.49925
H 0.32661 -2.29116 -0.57802
H -1.33267 -1.81176 -0.08031
*
```

Values from the calculation:
max |F|	3.9	eV/A
energy relative to the best compared isomer or geometry (same formula, charge and spin)	3.4350	eV
orbital gap (alpha / beta)	8.767 / 8.767	eV

natural (NBO) analysis output, partial charges in e: C -0.21; C 1.07; C -0.09; C -0.54; O -0.36; O -0.50; H 0.24; H 0.23; H 0.23; H 0.21; H 0.21; H 0.28; H 0.23

=====

This record from the Open Molecules 2025 dataset describes a molecular structure, C7H10OS4 in a non-equilibrium geometry. The level of theory is ωB97M-V/def2-TZVPD.

Geometry as ORCA input:
```
! wB97M-V def2-TZVPD RIJCOSX def2/J DEFGRID3
* xyz 0 1
C -3.85583 0.82720 -0.96632
C -2.52184 0.13526 -0.95150
C -3.07833 -2.01420 0.62673
C 1.34959 0.40872 1.25873
C 2.53651 0.73002 0.40798
C 3.85311 0.01953 0.80940
C 2.55739 0.28955 -1.06269
H -4.55276 0.44743 -1.70930
H -1.96111 0.39484 -0.05185
H -1.94553 0.43901 -1.83336
H -3.23493 -3.09409 0.79122
H 1.50714 0.60795 2.32381
H 2.69906 1.81551 0.47128
H 3.68596 -0.96727 1.24853
H 4.53608 0.59284 1.43923
H 1.95285 -0.60358 -1.24015
H 2.30411 1.05552 -1.79651
O -3.16184 -1.18621 1.49404
S -4.26653 2.04951 -0.00608
S -2.67561 -1.66948 -1.06495
S -0.07114 -0.17172 0.76019
S 4.34363 -0.10634 -0.94842
*
```

Values from the calculation:
max |F|	1.3	eV/A
orbital gap	8.300	eV

natural (NBO) analysis output, partial charges in e: C -0.27; C -0.62; C 0.24; C -0.23; C -0.33; C -0.49; C -0.50; H 0.20; H 0.26; H 0.26; H 0.15; H 0.20; H 0.24; H 0.21; H 0.22; H 0.22; H 0.22; O -0.52; S 0.10; S 0.22; S 0.05; S 0.17

=====

This record from the Open Molecules 2025 dataset describes a gas-phase ion, C19H29N6O2 (charge +1) in a non-equilibrium geometry. The level of theory is ωB97M-V/def2-TZVPD.

Geometry as ORCA input:
```
! wB97M-V def2-TZVPD RIJCOSX def2/J DEFGRID3
* xyz 1 1
C 1.79424 4.29696 -0.99411
C 0.93571 3.04002 -0.90464
C 1.31505 2.22344 0.33312
C 0.64353 0.83971 0.44871
C 1.58238 -0.06392 1.17580
N 1.47511 -0.27245 2.47504
N 2.48928 -1.05800 2.80770
N 3.19779 -1.33124 1.80277
N 2.67471 -0.72350 0.73465
C 3.20766 -0.87715 -0.59983
C 2.82973 -2.26500 -1.15012
C 4.03097 -3.13604 -0.79701
C 5.20582 -2.21300 -1.10246
C 4.74966 -0.84838 -0.57251
N -0.59722 0.83256 1.29851
C -1.58422 1.91879 1.06348
C -2.35193 1.68859 -0.23693
N -3.02335 0.41039 -0.20658
C -4.38807 0.41275 0.01530
O -4.96530 1.47309 0.16224
C -5.13166 -0.84163 0.01880
C -6.49055 -0.95933 0.20444
C -6.79332 -2.32901 0.08519
C -5.60847 -2.95369 -0.16623
O -4.59806 -2.07309 -0.20739
C -2.09915 -0.67649 -0.03386
C -1.30827 -0.48114 1.26351
H 2.84866 4.04310 -1.06619
H 1.52176 4.87327 -1.87302
H 1.65127 4.92413 -0.11790
H -0.11280 3.33591 -0.88150
H 1.09399 2.43486 -1.80030
H 2.39563 2.06130 0.29035
H 1.13471 2.79764 1.24417
H 0.40097 0.45534 -0.54583
H 2.78528 -0.06856 -1.20259
H 1.89386 -2.63533 -0.72955
H 2.72085 -2.19927 -2.23275
H 4.05654 -4.05800 -1.37229
H 4.01471 -3.38177 0.26531
H 6.12746 -2.54168 -0.63026
H 5.36869 -2.16455 -2.17946
H 5.14034 -0.02740 -1.17066
H 5.08821 -0.71746 0.45481
H -0.20918 0.90922 2.25587
H -2.29398 1.90685 1.89389
H -1.08203 2.88405 1.05533
H -1.68873 1.72351 -1.10583
H -3.11996 2.46015 -0.33878
H -7.16496 -0.15098 0.39687
H -7.75626 -2.78681 0.17109
H -5.36231 -3.98474 -0.32867
H -1.42930 -0.71714 -0.90137
H -2.62673 -1.62648 0.02090
H -2.00190 -0.49642 2.10713
H -0.58687 -1.28599 1.40367
*
```

Values from the calculation:
structure (SMILES)	CCC[C@@H](c1nnnn1C1CCCC1)[NH+]1CCN(C(=O)c2ccco2)CC1
max |F|	1.9	eV/A
energy relative to the best compared isomer or geometry (same formula, charge and spin)	1.3436	eV
orbital gap	9.344	eV

natural (NBO) analysis output, partial charges in e: C -0.60; C -0.40; C -0.41; C -0.09; C 0.31; N -0.36; N -0.03; N -0.04; N -0.17; C -0.05; C -0.41; C -0.41; C -0.40; C -0.41; N -0.36; C -0.24; C -0.26; N -0.45; C 0.64; O -0.60; C 0.11; C -0.19; C -0.31; C 0.13; O -0.41; C -0.24; C -0.24; H 0.21; H 0.23; H 0.21; H 0.20; H 0.20; H 0.24; H 0.22; H 0.24; H 0.21; H 0.21; H 0.22; H 0.23; H 0.22; H 0.23; H 0.21; H 0.22; H 0.24; H 0.48; H 0.24; H 0.24; H 0.20; H 0.29; H 0.26; H 0.25; H 0.22; H 0.20; H 0.28; H 0.24; H 0.25

=====

This record from the Open Molecules 2025 dataset describes a molecular structure, C4H6O2S2 in a non-equilibrium geometry. The level of theory is ωB97M-V/def2-TZVPD.

Geometry as ORCA input:
```
! wB97M-V def2-TZVPD RIJCOSX def2/J DEFGRID3
* xyz 0 1
C 2.81134 0.12781 -0.72747
C -0.53841 1.25966 0.42199
C -1.50586 -0.76269 -0.65968
C -1.12818 -0.01820 0.67489
O 3.57854 -2.18886 -0.00411
O 1.52331 2.73751 -0.12383
S 2.71064 -1.07134 0.40358
S 1.10376 1.36461 0.14327
H -1.16929 2.26773 0.39352
H -0.67797 -0.96437 -1.31770
H -2.18610 -0.20709 -1.40424
H -2.05677 -1.75518 -0.40511
H -0.42857 -0.70613 1.30476
H -2.03643 -0.08346 1.30013
*
```

Values from the calculation:
max |F|	4.1	eV/A
energy relative to the best compared isomer or geometry (same formula, charge and spin)	7.9430	eV
orbital gap (alpha / beta)	7.764 / 7.764	eV

natural (NBO) analysis output, partial charges in e: C -0.31; C -0.44; C -0.61; C -0.51; O -0.89; O -0.88; S 0.92; S 1.29; H 0.28; H 0.22; H 0.22; H 0.22; H 0.23; H 0.25

=====

This record from the Open Molecules 2025 dataset describes 2 unconnected molecules or ions with the total composition C8H11N in a non-equilibrium geometry. The level of theory is ωB97M-V/def2-TZVPD.

Geometry as ORCA input:
```
! wB97M-V def2-TZVPD RIJCOSX def2/J DEFGRID3
* xyz 0 1
C -0.81293 0.83824 -0.65126
C 0.40391 0.09814 1.29736
C -1.57157 1.97771 -1.24007
C 0.48288 0.21915 2.78758
N -0.42390 0.87651 0.61071
C 1.37489 -1.68660 -1.87329
C 0.67365 -2.54002 -1.07851
C 1.98410 -0.91238 -2.56532
C 0.04695 -3.27599 -0.36094
H -0.83892 1.63116 1.15835
H -0.38564 0.09859 -1.28933
H 0.84070 -0.74400 0.80313
H -0.91161 2.76134 -1.64758
H 1.46805 -0.10625 3.12802
H -2.21270 2.44892 -0.49342
H -2.20004 1.64072 -2.06368
H -0.26699 -0.40009 3.29366
H 0.32710 1.25267 3.10745
H 2.52246 -0.24984 -3.17340
H -0.50039 -3.92798 0.25052
*
```

Values from the calculation:
max |F|	1.2	eV/A
energy relative to the best compared isomer or geometry (same formula, charge and spin)	4.8916	eV
orbital gap	6.783	eV

natural (NBO) analysis output, partial charges in e: C -0.17; C -0.17; C -0.64; C -0.64; N -0.37; C -0.14; C -0.02; C -0.13; C -0.17; H 0.40; H 0.19; H 0.19; H 0.19; H 0.22; H 0.20; H 0.22; H 0.19; H 0.20; H 0.24; H 0.24